1.
{
  "formula": "C12H16N2O3",
  "method": "ωB97M-V/def2-TZVPD",
  "charge": 0,
  "orbital_gap_ev": 9.63,
  "smiles": "C[C@H](NC(=O)[C@@H](N)Cc1ccccc1)C(=O)O",
  "spin_multiplicity": 1,
  "e_lumo_ev": 0.610,
  "e_above_lowest_ev": 2.263,
  "elements": ["C", "C", "N", "C", "O", "C", "N", "C", "C", "C", "C", "C", "C", "C", "C", "O", "O", "H", "H", "H", "H", "H", "H", "H", "H", "H", "H", "H", "H", "H", "H", "H", "H"],
  "positions_angstrom": [[-3.751, 0.270, 0.175], [-2.746, -0.666, -0.360], [-1.413, -0.378, 0.214], [-0.480, -1.320, 0.601], [-0.515, -2.440, 0.240], [0.501, -0.703, 1.549], [0.354, -1.334, 2.883], [1.947, -1.053, 0.875], [2.410, 0.200, 0.110], [2.176, 0.210, -1.295], [2.038, 1.368, -1.982], [2.236, 2.615, -1.337], [2.670, 2.618, -0.022], [2.742, 1.466, 0.688], [-2.530, -0.727, -1.926], [-3.091, 0.014, -2.740], [-1.347, -1.423, -2.125], [-4.795, -0.160, 0.053], [-3.676, 0.378, 1.273], [-3.790, 1.270, -0.362], [-2.981, -1.680, -0.019], [-0.942, 0.459, -0.095], [0.580, 0.373, 1.592], [0.199, -2.330, 2.715], [-0.407, -0.932, 3.364], [1.876, -1.880, 0.142], [2.585, -1.314, 1.769], [2.093, -0.674, -1.848], [1.639, 1.438, -3.116], [2.071, 3.465, -1.957], [2.587, 3.485, 0.588], [2.949, 1.420, 1.752], [-1.190, -2.034, -1.398]]
}

=====

2.
{
  "formula": "C12H16N2O4",
  "method": "ωB97M-V/def2-TZVPD",
  "charge": 0,
  "orbital_gap_ev": 10.07,
  "smiles": "N[C@@H](CO)C(=O)N[C@@H](Cc1ccccc1)C(=O)O",
  "spin_multiplicity": 1,
  "e_lumo_ev": 0.448,
  "e_above_lowest_ev": 1.081,
  "elements": ["N", "C", "C", "O", "C", "O", "N", "C", "C", "C", "C", "C", "C", "C", "C", "C", "O", "O", "H", "H", "H", "H", "H", "H", "H", "H", "H", "H", "H", "H", "H", "H", "H", "H"],
  "positions_angstrom": [[1.933, 2.701, -1.869], [0.866, 2.252, -1.030], [-0.211, 3.373, -0.845], [0.335, 4.606, -0.512], [0.107, 1.052, -1.578], [0.113, 0.776, -2.766], [-0.685, 0.362, -0.664], [-1.182, -0.958, -1.070], [-0.119, -2.069, -0.850], [0.292, -2.027, 0.617], [1.232, -1.117, 1.110], [1.497, -0.961, 2.450], [0.824, -1.785, 3.393], [-0.025, -2.767, 2.902], [-0.299, -2.880, 1.529], [-2.523, -1.375, -0.415], [-2.981, -2.455, -0.288], [-3.251, -0.320, -0.045], [2.647, 1.944, -2.021], [1.523, 2.705, -2.811], [1.280, 2.147, -0.046], [-0.773, 2.953, -0.043], [-0.824, 3.458, -1.741], [1.063, 4.774, -1.109], [-0.388, 0.356, 0.331], [-1.400, -0.810, -2.134], [-0.576, -3.030, -1.082], [0.808, -1.841, -1.381], [1.707, -0.443, 0.421], [2.315, -0.262, 2.715], [0.928, -1.744, 4.498], [-0.510, -3.509, 3.542], [-0.952, -3.596, 1.065], [-2.769, 0.491, -0.276]]
}

=====

3.
{
  "formula": "C12H16N2O5",
  "method": "ωB97M-V/def2-TZVPD",
  "charge": 0,
  "orbital_gap_ev": 8.61,
  "smiles": "N[C@@H](CO)C(=O)N[C@@H](Cc1ccc(O)cc1)C(=O)O",
  "spin_multiplicity": 1,
  "e_lumo_ev": 0.333,
  "e_above_lowest_ev": 3.117,
  "elements": ["N", "C", "C", "O", "C", "O", "N", "C", "C", "C", "C", "C", "C", "O", "C", "C", "C", "O", "O", "H", "H", "H", "H", "H", "H", "H", "H", "H", "H", "H", "H", "H", "H", "H", "H"],
  "positions_angstrom": [[4.436, -2.164, 0.562], [3.815, -0.801, 0.304], [4.525, 0.002, -0.824], [4.033, 1.368, -0.673], [2.374, -1.027, 0.044], [1.836, -1.784, -0.754], [1.638, -0.041, 0.658], [0.284, 0.464, 0.406], [-0.760, -0.045, 1.442], [-2.117, -0.239, 0.839], [-2.375, -1.447, 0.162], [-3.632, -1.597, -0.413], [-4.590, -0.561, -0.534], [-5.838, -0.855, -1.045], [-4.254, 0.634, 0.111], [-3.093, 0.753, 0.802], [0.194, 2.004, 0.010], [-0.785, 2.662, 0.218], [1.249, 2.403, -0.734], [3.906, -2.961, 0.013], [5.462, -2.219, 0.262], [3.912, -0.142, 1.215], [5.632, -0.065, -0.727], [4.284, -0.509, -1.809], [4.636, 1.933, -1.186], [2.157, 0.500, 1.305], [0.020, -0.026, -0.569], [-0.299, -1.035, 1.847], [-0.701, 0.742, 2.248], [-1.613, -2.255, 0.230], [-3.890, -2.502, -0.941], [-6.370, -0.040, -1.308], [-5.061, 1.394, 0.178], [-2.765, 1.711, 1.250], [1.988, 1.716, -0.741]]
}

=====

4.
{
  "formula": "C12H16N2S",
  "method": "ωB97M-V/def2-TZVPD",
  "charge": 0,
  "orbital_gap_ev": [6.32, 6.32],
  "spin_multiplicity": 1,
  "e_lumo_ev": [-1.040, -1.039],
  "e_above_lowest_ev": 7.052,
  "elements": ["C", "C", "C", "C", "C", "C", "C", "C", "C", "C", "C", "C", "N", "N", "S", "H", "H", "H", "H", "H", "H", "H", "H", "H", "H", "H", "H", "H", "H", "H", "H"],
  "positions_angstrom": [[4.280, -0.321, 0.462], [4.300, 1.034, 0.203], [3.191, -1.098, 0.228], [3.192, 1.709, -0.177], [1.921, -0.453, -0.178], [0.759, -1.028, -0.318], [1.984, 1.039, -0.345], [-0.519, -3.074, 0.515], [-3.396, 0.485, 0.843], [-3.451, 2.143, -1.046], [0.186, -2.377, -0.616], [-2.785, 1.872, 0.341], [0.829, 1.624, -0.530], [-1.390, 1.818, 0.214], [-0.537, 0.780, -0.598], [5.134, -0.835, 0.885], [5.245, 1.549, 0.281], [3.262, -2.093, 0.530], [3.229, 2.707, -0.459], [0.141, -3.243, 1.388], [-0.828, -3.959, 0.085], [-1.306, -2.598, 1.045], [-2.413, -0.074, 1.089], [-3.865, 0.507, 1.884], [-3.997, -0.017, -0.004], [-3.439, 3.143, -1.434], [-4.414, 1.780, -0.994], [-2.761, 1.597, -1.825], [-0.493, -2.147, -1.552], [0.912, -3.146, -0.968], [-2.974, 2.677, 1.053]]
}

=====

5.
{
  "formula": "C12H16N4O9P2STc",
  "method": "ωB97M-V/def2-TZVPD",
  "charge": 2,
  "orbital_gap_ev": [4.42, 4.75],
  "spin_multiplicity": 4,
  "e_lumo_ev": [-9.022, -8.691],
  "e_above_lowest_ev": 2.926,
  "s_squared": 3.7741,
  "elements": ["Tc", "C", "C", "O", "P", "O", "O", "O", "P", "O", "O", "O", "H", "H", "H", "H", "H", "H", "H", "N", "C", "C", "C", "C", "C", "C", "S", "O", "O", "N", "C", "N", "C", "C", "C", "N", "H", "H", "H", "H", "H", "H", "H", "H", "H"],
  "positions_angstrom": [[0.718, 0.404, -2.004], [0.805, -3.918, -0.606], [1.149, -2.962, -1.734], [1.557, -3.749, -2.829], [2.675, -1.871, -1.282], [3.134, -2.129, 0.181], [3.882, -2.464, -2.086], [2.538, -0.362, -1.651], [-0.261, -1.956, -2.428], [-1.153, -3.007, -3.123], [0.626, -1.033, -3.368], [-1.009, -0.850, -1.669], [1.676, -4.536, -0.387], [0.009, -4.576, -0.952], [0.501, -3.394, 0.296], [1.605, -3.254, -3.660], [4.042, -2.461, 0.269], [3.960, -2.318, -3.038], [-1.977, -2.726, -3.552], [-4.044, 1.153, 4.362], [-2.944, 0.925, 3.622], [-3.016, 0.118, 2.465], [-1.898, -0.126, 1.716], [-0.670, 0.430, 2.110], [-0.580, 1.245, 3.252], [-1.704, 1.486, 3.994], [0.732, 0.142, 1.222], [1.907, 0.473, 1.947], [0.642, -1.117, 0.492], [0.689, 1.130, -0.160], [0.507, 2.453, -0.470], [0.569, 2.458, -1.825], [0.386, 3.608, -2.494], [0.175, 4.749, -1.759], [0.141, 4.637, -0.365], [0.294, 3.483, 0.298], [-4.926, 0.732, 4.130], [-3.999, 1.696, 5.207], [-3.963, -0.322, 2.183], [-1.957, -0.756, 0.838], [0.372, 1.658, 3.554], [-1.642, 2.098, 4.884], [0.431, 3.591, -3.575], [0.046, 5.702, -2.250], [-0.023, 5.514, 0.249]]
}

=====

6.
{
  "formula": "C12H16N4ORhS",
  "method": "ωB97M-V/def2-TZVPD",
  "charge": -1,
  "orbital_gap_ev": [5.77, 5.77],
  "spin_multiplicity": 1,
  "e_lumo_ev": [2.782, 2.783],
  "elements": ["Rh", "N", "C", "S", "N", "N", "C", "C", "C", "C", "C", "C", "C", "O", "H", "H", "H", "H", "H", "H", "H", "C", "C", "C", "C", "N", "H", "H", "H", "H", "H", "H", "H", "H", "H"],
  "positions_angstrom": [[2.220, 0.692, -0.392], [4.126, -2.787, 1.612], [3.407, -1.667, 1.212], [4.091, -0.728, -0.076], [2.297, -1.425, 1.816], [1.563, -0.402, 1.313], [0.415, -0.103, 1.889], [-0.481, 0.834, 1.406], [-1.669, 1.118, 2.117], [-2.564, 2.057, 1.700], [-2.301, 2.792, 0.496], [-1.190, 2.579, -0.234], [-0.111, 1.599, 0.144], [1.086, 2.271, 0.368], [5.111, -2.750, 1.423], [3.859, -3.157, 2.509], [0.156, -0.653, 2.791], [-1.852, 0.566, 3.037], [-3.460, 2.264, 2.271], [-3.031, 3.528, 0.172], [-0.978, 3.140, -1.137], [-0.125, -1.736, -0.980], [-0.555, -0.359, -1.537], [-2.063, -0.208, -1.316], [-0.269, -0.368, -3.050], [0.238, 0.726, -0.981], [-0.583, -2.543, -1.558], [-0.425, -1.838, 0.063], [0.961, -1.827, -1.033], [-2.573, -1.072, -1.749], [-2.437, 0.697, -1.793], [-2.298, -0.159, -0.254], [-0.725, -1.232, -3.543], [0.812, -0.398, -3.201], [-0.650, 0.547, -3.506]]
}